Entry 1:
The molecule C5H8N2, computed with ωB97M-V with the def2-TZVPD basis set.

Results
**Calculated total energy**: -304.7337 Eh
**Structure (SMILES)**: C=C[C@@H](N)C1=NC1
**Highest occupied orbital energy**: -9.58 eV
**Energy relative to the best compared isomer or geometry (same formula, charge and spin)**: 63.9 kcal per mole
**Orbital gap**: 0.392 Eh
**Spin multiplicity**: 1
**LUMO level**: 1.1 eV

Last column: Mulliken charge in e.
Positions of all 15 atoms, in Å:
H 2.2880 -0.0626 -0.9049  0.268
H -1.8989 -2.1358 -1.3308  0.265
H -1.5965 2.1543 -0.2591  0.217
H -1.3777 2.1321 1.5706  0.209
C -0.2350 -0.9572 -0.7899  -0.341
N 2.0604 -0.5333 -0.0334  -0.660
H 0.4423 -0.8725 1.2265  0.272
H 2.6350 -0.1035 0.6857  0.275
C -1.2441 -1.7814 -0.5406  -0.686
H -0.0472 -0.6018 -1.8042  0.254
C -0.9442 1.9440 0.5893  -0.246
C 0.1804 1.0526 0.4396  0.141
C 0.6510 -0.3599 0.2780  0.401
N 0.5422 2.2530 0.4044  -0.592
H -1.4557 -2.1281 0.4689  0.225

---

Entry 2:
C40H114N6O14 as an isolated structure, computed with ωB97M-V with the def2-TZVPD basis set.

Results
**Calculated total energy**: -2972.3462 Eh
**Highest occupied orbital energy**: -8.33 eV
**Energy relative to the best compared isomer or geometry (same formula, charge and spin)**: 1138.4 kcal per mole
**Orbital gap**: 0.315 Eh
**Spin multiplicity**: 1
**LUMO level**: 0.2 eV

Last column: Mulliken charge in e.
Positions of all 174 atoms, in Å:
H -1.7457 0.9300 2.6387  -0.048
H 0.0574 0.5071 -2.5508  1.286
H 3.9178 -1.9102 -0.9619  0.467
C 2.9148 -1.5750 -0.6977  0.270
C 2.6953 2.1106 -5.7903  -0.793
C -0.8632 0.9412 -5.5422  0.424
H 0.8970 0.9956 -4.3561  -0.349
C -1.2540 1.4987 4.6521  0.377
H 1.7296 -1.0648 1.8245  0.397
H -4.4923 3.8259 2.5728  0.268
H -4.9985 -1.5455 1.5078  0.137
H 0.5658 -0.9516 4.0609  -1.265
H 1.7524 1.1323 1.3892  1.118
H 2.1133 1.5916 -1.5010  0.519
H 2.4667 -1.7446 -3.4893  0.237
H -5.7599 2.7768 1.9396  0.300
O 0.8443 -4.3136 -2.3143  -0.827
H 2.9061 -0.9831 0.2176  -0.573
H 4.0293 3.1173 -0.9332  0.376
H 1.6346 -4.8251 2.8263  0.158
C 2.9151 1.6605 4.5979  0.370
H -0.4977 -2.1141 4.7077  0.744
O 0.3272 1.2628 2.9095  0.385
C -4.3432 -0.1368 -2.1270  0.593
H -1.5419 -0.8497 -6.2284  0.261
H -0.0336 -3.2175 -0.8552  -0.780
H -1.8967 -2.5246 -1.6003  0.791
O 3.2842 0.1307 -3.5995  -0.551
H 3.5774 0.7630 6.4471  0.485
O 2.1990 -2.8939 3.1349  -0.618
H -5.8928 4.5476 1.8520  0.440
C 0.4155 -3.0044 -1.8252  0.406
C -3.5725 1.0960 -2.5725  -0.500
H -2.5724 2.9513 1.2734  0.285
C 0.8408 -2.9472 3.2888  -1.427
H 1.0675 2.4107 4.5879  0.031
H 2.4827 -5.2033 -0.9092  0.473
H -1.5820 -1.4054 -0.1903  -0.674
H -4.2085 -0.9443 -2.8467  0.459
H -3.7244 1.3495 -3.6217  1.104
C 0.9404 -0.5919 -0.0178  -0.859
H 1.4818 3.0544 -3.5745  1.303
H -2.6135 -1.4490 3.2810  0.809
O -2.5787 -0.2145 1.6057  -1.464
C -4.7532 -2.2943 0.7547  -0.829
H -2.6634 -4.1250 -0.2255  0.528
N -2.5879 1.9378 4.9936  -0.789
H -2.7568 0.5226 -4.5123  0.784
H 1.2543 -0.4681 -3.5753  0.122
N 2.0376 -5.8225 -0.2468  -0.664
C 4.7199 -0.2365 -1.8255  -1.823
H -0.9709 -4.0126 -0.1205  0.945
H 2.7983 3.1425 -5.4544  0.309
H 0.6292 -4.6449 0.6091  0.229
H 5.5135 2.3395 -1.3629  0.548
H 3.9346 1.9516 4.3447  0.445
H -0.6304 2.0947 -1.6784  1.306
C 0.6841 4.2359 -1.2962  -2.389
C 4.4379 2.3065 -1.5364  -1.613
H -3.0353 -0.9844 -0.6813  0.596
H 2.6022 -3.0610 3.9900  0.514
H 1.6791 -0.1109 3.9434  -1.014
C 1.6851 -4.8511 0.7844  0.943
H 4.1223 -1.1479 -1.8058  0.252
C -5.2110 3.7018 1.7628  -1.390
H -0.8967 -2.6563 2.0036  0.224
H -3.2656 1.5252 4.3687  0.343
C 0.7324 1.4810 1.5504  -2.326
H -0.8461 -1.0672 -2.2125  -0.360
H -5.8215 4.5459 -0.7515  0.309
C -0.3891 0.0413 -0.4442  -0.132
H -2.5982 2.8900 4.6569  0.411
H 1.2711 -6.4350 2.1517  0.475
C 2.2440 -0.7682 -3.9196  -0.836
H -1.3271 2.6128 2.8557  0.349
O 1.3519 1.8313 -6.2158  -0.571
C 2.7383 1.3600 6.0897  -1.801
H 3.0440 0.4750 -2.7361  0.787
O 2.3879 2.6723 -1.1993  -1.025
H 3.9837 0.9218 -0.0494  0.277
C 2.6712 0.3277 3.8373  0.011
H -0.3439 -2.5595 -2.4683  0.957
H 2.4619 2.9187 -0.2744  0.836
H -2.4957 0.9645 -2.4658  1.052
H 0.6457 2.5543 1.3808  1.323
H -0.4129 1.1031 -0.1991  -1.444
H -1.9598 2.0309 -4.0308  0.514
H -1.0113 -1.1310 2.7140  -0.863
H -2.0208 -3.3186 1.1371  0.591
H 0.4705 -3.4975 1.3494  -1.366
H 3.3412 2.1728 -6.6660  0.385
H -0.2278 4.4219 -1.8635  0.258
C 0.5347 -1.9935 4.3795  -1.083
H -0.6390 1.9659 -0.0131  1.265
H 5.7282 -0.3211 -1.4204  0.267
H -1.7690 0.9745 -1.0273  -0.258
H 1.9345 2.4766 3.1795  0.323
H -0.5533 2.1767 5.1393  0.422
H -3.7567 1.9031 -1.8634  -1.667
O -1.9260 -2.2598 -0.6780  -0.604
C -4.0876 -0.7164 -0.7761  0.417
H -3.9021 4.7991 0.4837  0.350
H 0.0160 -0.1111 5.0417  0.305
H 0.5846 -1.7510 1.4225  0.955
C 3.9314 0.9161 -1.1382  0.877
H 2.5134 -0.9229 -1.4734  -0.301
O 2.8881 0.5943 2.4732  -0.537
H -4.4822 3.9048 -1.4809  0.195
H 0.0777 -0.5746 -6.5467  0.266
H 1.8887 0.7274 6.3469  0.277
H -5.3852 -3.1490 0.9960  0.546
H 1.1986 -2.1359 5.2321  0.519
H 1.0002 -1.6762 -0.1119  0.969
C -0.6797 -0.0230 -1.9478  0.841
O 2.1546 -2.8372 -0.5565  -0.012
H 4.8528 0.0228 -2.8758  0.647
H -1.3059 0.4796 -3.4833  -0.190
H 2.7570 2.2945 6.6505  0.401
O -4.9146 -1.8856 -0.5673  -0.632
C -1.7931 0.9914 -4.3132  -2.147
N -5.1457 3.7957 -0.7273  -0.577
C 0.8420 2.4319 -2.9490  -2.363
H -5.8352 0.9456 -1.4762  0.301
H 3.1048 1.3634 -5.1106  0.226
C 2.5605 -3.5466 0.5989  -0.634
H 2.3406 -2.8683 1.4233  -0.234
C 2.7196 -0.6211 1.7187  -0.265
H -6.1044 -0.5883 -1.7155  0.505
C 1.9299 -5.5691 2.0865  -1.416
H 2.8543 -6.3582 0.0105  0.373
H 1.0984 1.3807 -3.0803  -0.992
H -1.3286 1.3816 -6.4240  0.421
H 1.2263 -2.2784 -1.7635  0.116
C 0.4417 1.5953 -5.1442  0.268
H 1.6882 -4.4885 -1.8914  0.319
H 2.9870 -5.7344 2.2944  0.481
H 2.2612 -0.8102 -5.0087  0.495
H -1.0813 0.1356 6.3071  0.440
N 1.9579 2.6481 4.1745  -0.734
H -2.0048 -0.1115 0.8431  0.901
H 3.4176 -1.4499 1.8379  1.636
O 2.6409 0.8032 -1.6481  -0.227
H -3.6410 1.8147 0.5540  -0.803
N -0.6685 -0.4895 -5.8713  -0.575
C 0.1910 -2.6255 1.9406  1.298
H 1.1201 -0.3876 1.0377  -0.605
H 0.1878 2.5043 -4.5990  0.490
C -1.8741 -3.4307 0.0629  -1.871
H -1.7578 -0.6187 4.9337  0.261
N -5.7447 0.2309 -2.1841  -0.967
C -2.0387 -1.2617 2.3740  -0.202
H -3.7392 -2.6591 0.9182  0.440
C -1.3313 1.9577 -0.8549  -0.795
C -3.2024 2.8001 0.3969  0.766
H 0.5318 2.1501 -0.7961  0.947
H 1.7591 -0.0818 -0.5254  0.729
C -4.3378 3.8001 0.4659  -0.167
H 3.3931 -0.4177 4.1709  0.794
H -2.1162 -2.1546 1.7536  -0.965
H 0.1286 0.9770 0.7957  -1.124
H 4.3164 2.4306 -2.6124  0.249
H 1.5036 4.8078 -1.7315  0.527
O -1.4448 -0.5741 0.2699  0.801
H 3.6305 -3.7535 0.5792  0.560
C 1.0475 2.7915 -1.5107  -0.120
H 0.4869 4.4725 -0.2506  0.360
C -1.0460 1.5988 3.1399  -0.458
H -0.1888 2.6121 -3.2538  -0.009
H 0.6584 -3.9253 3.7339  0.871
H -4.2593 0.0648 -0.0356  0.197
O -2.3459 3.0080 -0.7296  -0.414
H 2.9031 -0.3016 0.6929  0.197
C -1.0297 0.1408 5.2184  -0.968
H -1.6291 0.4586 -2.1821  -0.831

---

Entry 3:
A 2-piece molecular cluster, C7H2N5O6 overall, computed with ωB97M-V with the def2-TZVPD basis set.

Results
**Calculated total energy**: -992.9413 Eh
**Highest occupied orbital energy**: -3.97 eV
**Energy relative to the best compared isomer or geometry (same formula, charge and spin)**: 2.2 kcal per mole
**Total charge**: -1
**Orbital gap**: 0.141 Eh
**Spin multiplicity**: 1
**LUMO level**: -0.1 eV

Last column: Mulliken charge in e.
Positions of all 20 atoms, in Å:
O 1.1238 -0.4244 3.3301  -0.581
N 1.0361 0.4531 2.4427  0.902
N 0.9901 0.9768 -2.4998  -0.511
C 0.0386 -1.2284 0.9372  -0.290
O -1.1267 -3.4267 -1.6606  -0.551
N -2.9536 3.5443 0.4678  -0.655
C -0.2595 -1.6913 -0.3423  -0.508
C 0.6700 0.0315 1.1031  0.089
C 0.0927 -0.8619 -1.4852  1.088
N -0.0545 -1.0985 -2.8114  -0.444
C -1.7434 3.6582 0.3638  0.402
H -0.2117 -1.8318 1.8087  0.557
O 1.2620 1.6601 2.6558  -0.529
H 1.4849 1.8252 0.1390  0.255
C 0.9994 0.8603 0.0139  -0.466
N -0.8756 -2.9921 -0.5218  0.924
C 0.7281 0.4042 -1.2896  0.702
O -0.5513 3.7792 0.2546  -0.705
O -1.1305 -3.6395 0.5192  -0.604
O 0.4813 0.0016 -3.4251  -0.075